Density functional theory data (wB97M-V/def2-TZVPD) for the ion C3NO5 with charge -1.

Each line ends with the Mulliken charge.
Cartesian coordinates (Å):
C  -0.40  -0.69  -0.05  0.352
O  2.03  -0.55  0.73  -0.362
C  -1.62  0.31  0.06  0.610
O  1.25  1.29  0.09  -0.335
N  2.24  0.31  -0.46  -0.413
O  -1.48  0.84  -1.05  -0.606
C  0.88  0.02  0.03  1.003
O  -2.36  0.35  1.00  -0.668
O  -0.55  -1.86  -0.36  -0.582

Results
LUMO energy: 4.0 eV
SMILES: O=C([O-])C(=O)C12ON1O2
E: -545.148911 hartree
Net charge: -1

Density functional theory data (wB97M-V/def2-TZVPD) for a cluster of 4 separate species, C2H12NO3 in total.

Each line ends with the Mulliken charge.
Cartesian coordinates (Å):
H  0.02  4.45  -0.57  0.332
C  -1.40  0.59  0.96  -0.183
H  -1.77  -2.35  -0.26  0.302
H  -1.65  -0.35  1.33  0.366
O  2.40  -2.11  -1.48  -0.593
H  -3.13  -2.44  0.22  0.284
C  0.89  -0.25  0.17  -0.932
H  0.02  1.52  -0.27  0.340
H  0.73  -1.07  0.79  0.386
N  -0.24  0.64  0.24  0.009
H  1.78  0.26  0.55  0.357
O  -2.39  -1.91  0.34  -0.586
H  2.83  -2.44  -2.28  0.297
H  -1.84  1.46  1.39  0.314
O  -0.23  3.54  -0.17  -0.702
H  0.25  3.60  0.73  0.351
H  1.00  -0.47  -0.90  0.356
H  2.72  -2.66  -0.79  0.301

Results
LUMO energy: -4.9 eV
E: -363.570296 hartree
Net charge: +1

Density functional theory data (wB97M-V/def2-TZVPD) for a structure of composition C4H7NO2.

Each line ends with the Mulliken charge.
Cartesian coordinates (Å):
H  1.08  1.69  -1.13  0.305
H  -0.35  -1.27  -1.18  0.438
H  -0.58  1.71  -1.76  0.296
C  -0.17  0.53  0.00  0.695
C  0.39  -0.78  -0.56  -1.028
O  -0.19  0.61  1.25  -0.414
H  1.27  -0.62  -1.19  0.391
O  0.61  -1.21  2.92  -0.355
H  -2.02  -0.48  -0.19  0.011
C  0.02  1.74  -0.85  -1.221
H  -0.94  -1.85  0.62  0.360
N  0.51  -1.66  0.58  -0.416
H  -0.15  2.67  -0.29  0.343
C  0.52  -1.09  1.77  0.594

Results
LUMO energy: -0.2 eV
E: -361.647497 hartree

Density functional theory data (wB97M-V/def2-TZVPD) for the ion C3H4N3 with charge +1.

Each line ends with the Mulliken charge.
Cartesian coordinates (Å):
H  1.08  -1.30  1.36  0.306
H  1.82  -0.82  -0.43  0.304
C  1.44  -0.53  0.57  -0.598
N  -0.59  -0.29  -0.84  0.124
N  0.14  0.07  0.13  0.364
C  -1.55  -0.04  -1.39  0.011
C  -1.52  1.77  0.71  -0.029
N  -0.52  1.17  0.64  -0.215
H  -2.51  -0.23  -1.86  0.438
H  2.20  0.19  1.10  0.296

Results
LUMO energy: -6.8 eV
E: -280.444630 hartree
Net charge: +1

Density functional theory data (wB97M-V/def2-TZVPD) for an isolated molecule of C4H8N2O4.

Each line ends with the Mulliken charge.
Cartesian coordinates (Å):
C  0.82  -0.33  0.62  -0.060
O  2.55  0.73  -0.64  -0.420
N  1.39  -1.52  0.37  -0.633
C  -0.74  -0.26  0.57  0.240
H  2.78  1.47  -1.18  0.377
C  1.36  0.91  -0.17  0.409
H  1.21  -1.91  -0.67  0.294
H  1.24  -2.46  1.07  0.300
H  -2.24  0.76  1.22  0.327
H  1.18  -0.03  1.82  0.337
O  -0.44  -0.66  -1.81  -0.539
O  -2.39  0.19  -1.15  -0.462
C  -1.12  -0.25  -0.95  0.325
H  -1.03  1.81  1.02  0.275
N  -1.36  0.85  1.37  -0.710
O  0.75  1.97  -0.31  -0.640
H  -2.70  0.16  -2.01  0.345
H  -1.26  -1.41  0.82  0.235

Results
LUMO energy: 0.7 eV
SMILES: N[C@@H](C(=O)O)[C@@H](N)C(=O)O
E: -567.639699 hartree

Density functional theory data (wB97M-V/def2-TZVPD) for a structure of composition C5H13InNO.

Each line ends with the Mulliken charge.
Cartesian coordinates (Å):
H  -1.69  2.26  0.17  -0.400
H  2.01  -1.26  -1.16  0.273
C  2.21  -1.05  -0.11  -1.052
In  -0.56  0.98  0.76  0.695
C  -2.84  -0.87  -0.21  -0.534
H  -0.91  -1.69  -0.25  0.320
H  -3.54  0.37  -1.58  0.276
H  3.10  -1.60  0.16  0.375
H  -1.61  -1.52  1.38  0.388
C  2.46  0.40  0.00  0.927
C  -1.48  -1.05  0.41  -0.982
H  -0.37  1.29  2.52  -0.381
O  -2.71  -0.10  -1.41  -0.480
H  -3.50  -0.38  0.49  0.310
C  1.36  1.29  -0.38  -1.257
H  3.62  1.80  0.41  0.245
H  -3.28  -1.83  -0.48  0.280
H  1.65  2.32  -0.21  0.396
N  3.59  0.78  0.42  -0.887
H  1.38  -1.36  0.50  0.182
H  1.12  1.22  -1.43  0.306

Results
LUMO energy: 3.2 eV
E: -518.382832 hartree
Net charge: -1

Number 1: gap between HOMO and LUMO 8.6113 eV. Number 2: gap between HOMO and LUMO 10.0335 eV. Number 3: gap between HOMO and LUMO 7.9868 eV. Number 4: gap between HOMO and LUMO 8.7303 eV. Number 5: gap between HOMO and LUMO 9.7034 eV. Number 6: gap between HOMO and LUMO 7.6760 eV.